Record 1
The following is a quantum chemistry calculation of a 3-piece molecular cluster, CH10N2O2 overall in a non-equilibrium geometry, from the Open Molecules 2025 dataset.

Output
Total charge: 0
LUMO energy in Ha: 0.02081
Frontier orbital gap in eV: 10.309
Calculated total energy in eV: -8273.256
Multiplicity: 1
Energy above the lowest of the compared OMol25 structures with the same formula, charge and spin in kcal per mole: 29.0

Geometry as XYZ:
```
15
CH10N2O2, DFT ωB97M-V/def2-TZVPD
N 1.756 0.019 -0.588
C 0.351 0.513 -1.099
N -0.704 -0.470 -0.653
H 1.923 -0.845 -1.091
H 1.528 -0.218 0.324
H 0.342 0.829 -2.092
H 0.029 1.343 -0.416
H -1.263 -0.027 0.010
H -1.400 -0.492 -1.469
H -1.725 2.711 1.532
H -0.518 3.365 2.052
O -0.918 2.555 2.023
H 0.382 -3.807 0.146
H 0.006 -2.354 0.433
O 0.210 -3.122 0.888
```

***

Record 2
The following is a quantum chemistry calculation of a 5-piece molecular cluster, C3H14IO4 overall in a non-equilibrium geometry, from the Open Molecules 2025 dataset.

Output
Total charge: -1
LUMO energy in Ha: 0.12755
Frontier orbital gap in eV: 8.387
Calculated total energy in eV: -19631.971
Multiplicity: 1
Energy above the lowest of the compared OMol25 structures with the same formula, charge and spin in kcal per mole: 9.2

Geometry as XYZ:
```
22
C3H14IO4, DFT ωB97M-V/def2-TZVPD
I -2.075 -0.043 -1.036
O -2.483 -1.798 2.075
H -1.897 -2.371 1.580
H -2.557 -1.009 1.538
O 0.733 -0.048 -2.879
H -0.020 0.187 -3.421
H 0.379 -0.119 -1.993
O -1.592 -2.060 -4.076
H -1.732 -1.654 -3.220
H -0.698 -2.402 -4.036
C 0.746 0.214 2.289
C 0.958 1.497 1.520
C 1.769 1.252 0.235
O -0.301 1.996 1.335
H 0.260 -0.497 1.621
H 0.183 0.234 3.222
H 1.605 -0.381 2.601
H 1.530 2.181 2.148
H 1.108 0.820 -0.517
H 2.544 0.528 0.486
H 2.338 2.058 -0.227
H -0.797 1.416 0.754
```

***

Record 3
The following is a quantum chemistry calculation of a 4-piece molecular cluster, C3H13NO4 overall in a non-equilibrium geometry, from the Open Molecules 2025 dataset.

Output
Total charge: 0
LUMO energy in Ha: 0.02946
Frontier orbital gap in eV: 10.121
Calculated total energy in eV: -13000.943
Multiplicity: 1
Energy above the lowest of the compared OMol25 structures with the same formula, charge and spin in kcal per mole: 51.3

Geometry as XYZ:
```
21
C3H13NO4, DFT ωB97M-V/def2-TZVPD
C 0.202 1.361 -0.697
N 0.345 0.779 0.504
C 2.053 0.859 0.721
C 2.459 -0.502 0.202
O -0.374 0.898 -1.686
H 0.591 2.392 -0.713
H -0.344 0.026 0.871
H 2.279 1.737 0.122
H 2.088 1.013 1.792
H 3.433 -0.755 0.636
H 1.742 -1.184 0.661
H 2.498 -0.533 -0.880
H -1.250 -1.399 0.550
H -1.577 -0.651 1.906
O -0.941 -1.226 1.465
H -2.398 0.335 -0.586
H -3.798 0.908 -0.264
O -3.030 0.486 0.127
H -1.643 -2.063 -2.053
H -0.888 -0.855 -1.457
O -1.448 -1.628 -1.220
```

***

Record 4
The following is a quantum chemistry calculation of one molecule with the formula C4HI2NO2S in a non-equilibrium geometry, from the Open Molecules 2025 dataset.

Output
Total charge: 0
LUMO energy in Ha: -0.02085
Frontier orbital gap in eV: 8.665
Calculated total energy in eV: -36781.300
Multiplicity: 1
Energy above the lowest of the compared OMol25 structures with the same formula, charge and spin in kcal per mole: 0.0

Geometry as XYZ:
```
11
C4HI2NO2S, DFT ωB97M-V/def2-TZVPD
C -1.222 -0.810 -0.080
C -0.517 0.331 -0.040
C 1.136 0.004 -0.048
C 1.269 -1.329 -0.065
N -1.153 1.618 0.065
O -2.358 1.732 0.075
O -0.325 2.482 0.209
S -0.252 -2.216 -0.017
I 2.545 1.485 0.013
I 3.100 -2.287 0.011
H -2.223 -1.010 -0.122
```

***

Record 5
The following is a quantum chemistry calculation of C5H3N as an isolated structure in a non-equilibrium geometry, from the Open Molecules 2025 dataset.

Output
Total charge: 0
LUMO energy (alpha / beta) in Ha: -0.00333 / -0.00333
Frontier orbital gap (alpha / beta) in eV: 8.486 / 8.487
Calculated total energy in eV: -6717.652
Multiplicity: 1
Energy above the lowest of the compared OMol25 structures with the same formula, charge and spin in kcal per mole: 70.8

Geometry as XYZ:
```
9
C5H3N, DFT ωB97M-V/def2-TZVPD
C -0.910 -0.039 -0.063
C -0.215 1.159 -0.067
C 1.212 -0.951 -0.107
C -0.156 -1.164 -0.022
C 1.132 1.084 0.014
N 2.177 -0.237 -0.016
H -2.037 0.154 0.032
H -0.669 2.063 0.019
H -0.533 -2.070 0.210
```

***

Record 6
The following is a quantum chemistry calculation of a 2-piece molecular cluster, C5H11O4 overall in a non-equilibrium geometry, from the Open Molecules 2025 dataset.

Output
Total charge: 0
LUMO energy (alpha / beta) in Ha: 0.02696 / -0.02553
<S²>: 0.78
Frontier orbital gap (alpha / beta) in eV: 8.551 / 8.938
Calculated total energy in eV: -13547.953
Multiplicity: 2
Energy above the lowest of the compared OMol25 structures with the same formula, charge and spin in kcal per mole: 51.1

Geometry as XYZ:
```
20
C5H11O4, DFT ωB97M-V/def2-TZVPD
H 2.793 2.193 -1.534
O 1.900 1.810 -1.417
H 2.610 -0.643 0.385
C 1.571 -0.338 0.573
H 2.062 1.054 -0.804
C 0.516 -1.151 0.097
C -0.689 -0.705 -0.344
C -1.775 -1.692 -0.582
C -0.963 0.757 -0.564
H -0.055 1.317 -0.873
H -1.752 0.820 -1.333
O -1.487 1.276 0.652
O 1.412 0.633 1.461
O 0.910 -0.006 2.731
H 0.136 0.572 2.906
H 0.732 -2.215 0.035
H -2.721 -1.187 -0.796
H -1.538 -2.380 -1.409
H -1.903 -2.319 0.311
H -1.759 2.203 0.504
```

***

Record 7
The following is a quantum chemistry calculation of a 2-piece molecular cluster, C2H8NO overall in a non-equilibrium geometry, from the Open Molecules 2025 dataset.

Output
Total charge: +1
LUMO energy in Ha: -0.18611
Frontier orbital gap in eV: 10.746
Calculated total energy in eV: -5732.929
Multiplicity: 1
Energy above the lowest of the compared OMol25 structures with the same formula, charge and spin in kcal per mole: 45.1

Geometry as XYZ:
```
12
C2H8NO, DFT ωB97M-V/def2-TZVPD
C 1.246 0.408 -0.218
C 0.053 -1.781 -0.528
N 0.142 -0.538 -0.323
H 0.925 1.005 0.568
H 2.245 -0.007 -0.148
H 1.502 0.895 -1.239
H 0.970 -2.291 -0.608
H -0.907 -2.116 -0.745
H -0.782 -0.039 -0.705
H -2.463 1.112 1.565
H -1.315 2.167 1.220
O -1.617 1.185 1.162
```

***

Record 8
The following is a quantum chemistry calculation of an isolated ion of composition C8H16N3O and charge +1 in a non-equilibrium geometry, from the Open Molecules 2025 dataset.

Output
Total charge: +1
LUMO energy in Ha: -0.12371
Frontier orbital gap in eV: 9.983
Calculated total energy in eV: -15065.336
Multiplicity: 1
Energy above the lowest of the compared OMol25 structures with the same formula, charge and spin in kcal per mole: 28.6

Geometry as XYZ:
```
28
C8H16N3O, DFT ωB97M-V/def2-TZVPD
C -2.008 0.313 0.330
C 1.003 1.998 0.037
C -1.193 -0.968 0.132
C 0.254 -0.364 -0.123
C -3.463 0.333 0.390
C 0.876 3.434 -0.110
C 0.640 -0.718 -1.668
C 2.228 -1.865 0.400
N -1.300 1.414 0.264
N 0.013 1.118 0.085
N 1.259 -0.785 0.755
O 2.230 1.579 0.189
H -1.027 -1.647 0.986
H -1.633 -1.576 -0.613
H -3.785 0.260 1.395
H -3.904 -0.661 0.148
H -3.869 1.341 0.022
H -0.161 3.858 0.118
H 1.067 3.668 -1.141
H 1.635 3.981 0.382
H 1.640 -0.418 -1.798
H 0.002 -0.524 -2.462
H 0.730 -1.832 -1.612
H 1.870 -2.876 0.174
H 2.931 -1.420 -0.367
H 2.862 -1.931 1.238
H 2.155 0.620 0.462
H 0.740 -1.118 1.561
```